[1]
Formula: C10H29NO5
Source: the Open Molecules 2025 dataset
Level of theory: ωB97M-V/def2-TZVPD

The geometry in XYZ format:
```
45
Properties=species:S:1:pos:R:3
C -1.055 -3.774 -0.239
O -0.967 -3.815 -1.664
H -0.358 -3.033 0.160
H -2.069 -3.498 0.105
H -0.788 -4.750 0.206
H -1.462 -3.091 -2.055
O 3.941 -1.997 -1.129
H 3.119 -2.050 -0.600
H 4.045 -1.025 -1.199
O 1.077 -2.160 -1.945
H 0.486 -2.905 -2.122
H 1.921 -2.282 -2.357
O 3.715 0.879 -0.928
H 2.766 0.771 -0.624
H 3.813 1.041 -1.879
C 0.808 2.023 1.806
C 0.127 0.705 1.494
C -1.179 0.519 2.295
C -2.336 1.412 1.735
C -2.483 1.099 0.183
C -1.161 1.324 -0.569
N -0.179 0.512 0.109
O 1.040 0.372 -0.660
C -1.411 0.608 -1.961
C -0.777 2.729 -0.862
C 1.136 -0.403 1.883
H 1.826 2.167 1.300
H 1.067 1.955 2.872
H 0.232 2.966 1.607
H -1.376 -0.504 2.188
H -0.902 0.748 3.337
H -2.019 2.453 1.839
H -3.318 1.221 2.148
H -3.218 1.695 -0.327
H -2.795 0.071 0.169
H -2.391 0.874 -2.280
H -0.650 0.905 -2.665
H -1.341 -0.459 -1.729
H -0.850 3.363 0.065
H 0.294 2.814 -1.116
H -1.362 3.154 -1.660
H 0.829 -1.381 1.507
H 1.195 -0.536 3.008
H 2.132 -0.132 1.511
H 0.878 -0.585 -0.960
```

Highest occupied orbital energy = -8.637 eV
Max |F| = 2.8 eV/A
Kohn-Sham gap = 9.1 eV
SMILES = CC1(C)CCCC(C)(C)N1O.CO.O.O.O
Energy = -829.30322 Ha
Multiplicity = 1

***

[2]
Formula: C19H20N2O3S
Source: the Open Molecules 2025 dataset
Level of theory: ωB97M-V/def2-TZVPD

The geometry in XYZ format:
```
45
Properties=species:S:1:pos:R:3
C -2.483 -3.470 0.085
C -3.135 -2.199 0.539
C -2.580 -0.974 0.203
C -3.190 0.214 0.585
C -4.367 0.172 1.327
C -4.916 -1.049 1.672
C -4.310 -2.229 1.281
H -4.751 -3.177 1.550
H -5.830 -1.077 2.248
H -4.843 1.093 1.629
N -2.600 1.433 0.262
S -1.685 1.683 -1.127
O -2.167 0.884 -2.214
O -1.657 3.109 -1.272
C -0.072 1.105 -0.633
C 0.534 1.729 0.443
C 1.783 1.307 0.879
C 2.349 0.251 0.181
C 1.755 -0.368 -0.920
C 0.517 0.065 -1.340
H -0.004 -0.358 -2.184
C 2.686 -1.445 -1.393
C 2.082 -2.850 -1.324
H 1.689 -3.042 -0.328
H 1.275 -2.949 -2.045
H 2.851 -3.587 -1.543
H 3.038 -1.260 -2.412
C 3.873 -1.317 -0.427
O 4.887 -1.970 -0.417
N 3.573 -0.313 0.455
C 4.366 0.167 1.562
C 4.069 1.652 1.779
H 4.645 2.010 2.632
H 4.385 2.210 0.895
C 2.573 1.893 2.014
H 2.371 2.961 2.101
H 2.267 1.421 2.952
H 5.420 -0.002 1.328
H 4.117 -0.404 2.465
H 0.021 2.548 0.921
H -3.126 2.255 0.517
H -1.671 -0.936 -0.375
H -2.667 -4.276 0.792
H -1.410 -3.335 -0.030
H -2.891 -3.769 -0.880
```

Highest occupied orbital energy = -8.462 eV
Max |F| = 0.9 eV/A
Kohn-Sham gap = 9.0 eV
SMILES = Cc1cccc(NS(=O)(=O)c2cc3c4c(c2)[C@H](C)C(=O)N4CCC3)c1
Energy = -1469.48528 Ha
Multiplicity = 1

***

[3]
Formula: C9H12ClNO2P
Source: the Open Molecules 2025 dataset
Level of theory: ωB97M-V/def2-TZVPD

The geometry in XYZ format:
```
26
Properties=species:S:1:pos:R:3
C -3.473 1.218 -0.593
C -2.779 1.516 0.569
C -2.781 0.625 -1.633
C -1.415 1.163 0.656
C -1.463 0.215 -1.544
C -0.840 0.396 -0.324
C 0.501 -1.647 -0.529
C 0.874 -0.424 2.255
C 0.612 -0.173 -0.217
N 1.203 0.259 0.993
O 3.755 0.429 -1.685
O 4.930 0.535 0.635
P 3.969 -0.064 -0.331
Cl 4.407 -2.053 -0.448
H -4.549 1.634 -0.768
H -3.202 2.207 1.376
H -3.284 0.399 -2.603
H -0.744 1.191 1.509
H -0.834 -0.138 -2.207
H -0.074 -2.153 0.252
H -0.002 -1.771 -1.542
H 1.584 -2.101 -0.506
H 1.057 -1.468 2.226
H 1.438 0.200 2.964
H -0.133 -0.206 2.572
H 1.243 0.211 -1.078
```

Total charge = -1
Highest occupied orbital energy (spin up / spin down) = -5.476 / -3.241 eV
Max |F| = 5.7 eV/A
Kohn-Sham gap (spin up / spin down) = 8.6 / 6.2 eV
Energy = -1356.94022 Ha
Multiplicity = 1

***

[4]
Formula: C24H37FN3O4
Source: the Open Molecules 2025 dataset
Level of theory: ωB97M-V/def2-TZVPD

The geometry in XYZ format:
```
69
Properties=species:S:1:pos:R:3
C -3.163 -0.415 -2.346
C -2.293 -1.286 -1.215
C -3.248 -1.375 0.112
C -2.478 -1.987 1.457
N -1.179 -1.268 1.784
C -1.327 0.105 2.475
C -2.763 0.781 2.904
C 0.019 1.026 2.850
N -0.176 2.379 3.493
C 0.366 2.455 4.749
C 0.428 1.280 5.884
C 0.987 3.946 5.181
C 1.522 0.470 2.504
C 2.922 1.328 2.812
O 2.955 2.576 2.277
O 4.039 0.824 3.636
O 5.145 0.836 2.943
C 5.968 2.041 3.284
N 6.245 3.302 3.544
C 1.606 -1.030 1.766
C 3.115 -1.549 1.397
C 3.809 -0.638 0.182
C 0.199 -1.873 1.437
C 0.407 -3.325 0.696
C 0.551 -3.127 -0.943
C 2.012 -3.557 -1.546
F 1.790 -4.352 -2.807
H -3.280 0.706 -2.009
H -2.667 -0.471 -3.419
H -4.235 -0.899 -2.417
H -1.336 -0.642 -0.999
H -2.076 -2.321 -1.727
H -4.143 -2.120 -0.107
H -3.722 -0.320 0.284
H -3.287 -1.893 2.330
H -2.366 -3.134 1.258
H -3.700 0.348 2.357
H -2.694 1.926 2.574
H -2.853 0.805 4.082
H -0.309 1.532 6.779
H 1.518 1.326 6.363
H 0.243 0.192 5.499
H 0.446 4.766 4.505
H 2.139 4.012 4.987
H 0.677 4.234 6.297
H 3.774 -1.478 2.389
H 3.194 -2.658 1.038
H 4.847 -0.217 0.550
H 4.036 -1.355 -0.738
H 3.055 0.197 -0.163
H -0.458 -4.095 0.857
H 1.403 -3.893 1.030
H -0.265 -3.775 -1.525
H 0.409 -1.970 -1.166
H 2.579 -2.556 -1.843
H 2.652 -4.173 -0.784
C -1.780 1.121 -7.472
C -0.835 2.158 -6.923
C -1.524 2.567 -5.640
O -2.245 1.420 -5.170
C -2.265 0.436 -6.213
H -1.314 0.432 -8.180
H -2.620 1.615 -7.976
H 0.133 1.694 -6.696
H -0.660 2.997 -7.601
H -2.249 3.369 -5.816
H -0.818 2.898 -4.872
H -1.590 -0.376 -5.919
H -3.274 0.030 -6.318
```

Total charge = +1
Highest occupied orbital energy = -11.205 eV
Max |F| = 12.0 eV/A
Kohn-Sham gap = 6.3 eV
Energy = -1500.75310 Ha
Multiplicity = 1

***

[5]
Formula: C10H11NS2
Source: the Open Molecules 2025 dataset
Level of theory: ωB97M-V/def2-TZVPD

The geometry in XYZ format:
```
24
Properties=species:S:1:pos:R:3
C 1.691 3.211 0.677
C 0.203 3.553 0.532
C -0.276 0.976 -0.485
C 1.820 1.812 1.196
C -1.100 -1.215 -0.725
C -1.425 -1.934 0.510
C -1.411 -3.310 0.514
C -0.987 -3.998 -0.608
C -0.707 -3.351 -1.793
C -0.670 -1.944 -1.841
H 2.214 3.367 -0.261
H 2.123 3.981 1.381
H -0.363 3.348 1.423
H 0.106 4.589 0.252
H 1.188 1.722 2.067
H 2.834 1.541 1.511
H -1.644 -1.391 1.403
H -1.708 -3.854 1.467
H -0.879 -5.097 -0.515
H -0.198 -3.956 -2.629
H -0.244 -1.390 -2.691
N -1.176 0.178 -0.827
S -0.674 2.691 -0.748
S 1.284 0.470 0.191
```

Highest occupied orbital energy = -8.283 eV
Max |F| = 2.6 eV/A
Kohn-Sham gap = 8.8 eV
SMILES = c1ccc(N=C2SCCCS2)cc1
Energy = -1238.75388 Ha
Multiplicity = 1

***

[6]
Formula: C25H29N5O6S
Source: the Open Molecules 2025 dataset
Level of theory: ωB97M-V/def2-TZVPD

The geometry in XYZ format:
```
66
Properties=species:S:1:pos:R:3
C 5.430 4.194 0.618
H 6.032 4.938 0.099
O 4.485 3.750 -0.322
C 3.589 2.802 0.059
C 3.521 2.223 1.314
C 2.562 1.260 1.601
C 1.657 0.865 0.636
C 1.720 1.438 -0.636
C 2.668 2.396 -0.937
O 2.802 3.003 -2.144
C 1.919 2.633 -3.176
H 2.000 1.568 -3.414
H 2.220 3.221 -4.042
H 0.881 2.869 -2.921
H 1.020 1.105 -1.383
C 0.634 -0.196 0.928
N -0.750 0.263 0.865
C -1.672 -0.734 0.926
O -1.373 -1.859 1.300
C -3.001 -0.378 0.415
C -3.251 0.083 -0.871
N -2.319 0.411 -1.804
H -1.430 -0.074 -1.751
H -2.711 0.549 -2.728
C -4.661 0.225 -1.048
N -5.399 -0.114 -0.008
S -4.496 -0.642 1.228
C -5.284 0.674 -2.308
O -4.638 0.924 -3.313
N -6.627 0.769 -2.246
H -7.097 0.514 -1.394
H -7.149 1.036 -3.063
C -1.091 1.668 0.740
C -2.255 2.023 1.607
C -2.489 1.824 2.937
C -3.781 2.346 3.193
C -4.230 2.827 2.003
O -3.313 2.637 1.039
H -5.145 3.307 1.721
H -4.296 2.357 4.131
H -1.831 1.357 3.640
H -1.340 1.930 -0.296
H -0.210 2.241 1.044
H 0.817 -0.631 1.919
C 0.739 -1.295 -0.153
O 0.240 -1.133 -1.253
N 1.456 -2.366 0.197
H 1.703 -2.485 1.168
C 1.508 -3.566 -0.616
H 1.223 -3.253 -1.622
C 2.915 -4.194 -0.566
C 2.732 -5.598 0.024
H 2.610 -6.327 -0.778
C 1.437 -5.505 0.827
H 1.618 -5.011 1.783
H 0.998 -6.481 1.025
C 0.552 -4.635 -0.061
H 0.151 -5.230 -0.882
H -0.279 -4.175 0.472
H 3.583 -5.902 0.632
H 3.557 -3.588 0.074
H 3.372 -4.230 -1.553
H 2.530 0.826 2.590
H 4.213 2.513 2.088
H 4.950 4.659 1.486
H 6.078 3.378 0.956
```

Highest occupied orbital energy = -7.895 eV
Max |F| = 0.9 eV/A
Kohn-Sham gap = 8.3 eV
Energy = -2093.50526 Ha
Multiplicity = 1

***

[7]
Formula: C28H42Br2NO17PS
Source: the Open Molecules 2025 dataset
Level of theory: ωB97M-V/def2-TZVPD

The geometry in XYZ format:
```
92
Properties=species:S:1:pos:R:3
C -2.459 1.761 -1.155
C -1.093 2.717 -1.019
Br -1.167 4.596 -1.709
C 0.161 2.117 -0.410
Br 1.882 3.123 -0.235
C -0.007 0.526 0.070
C 0.223 -0.719 -1.023
P 0.735 -0.273 -2.832
O 1.820 0.907 -2.892
C -0.002 -2.290 -0.495
S 0.179 -3.781 -1.666
C -1.058 -5.132 -1.123
O 1.633 -4.377 -1.634
O -0.205 -3.449 -3.138
C -0.398 -2.606 1.099
C -0.575 -1.295 2.068
C -0.422 0.280 1.638
C -0.701 1.304 2.887
O -0.975 2.612 2.888
N -0.618 0.323 4.075
C -0.936 -1.127 3.658
O -1.457 -1.959 4.563
H -2.715 1.387 -0.055
H -3.348 2.337 -1.663
H -2.144 0.779 -1.754
H 1.353 -1.394 -3.540
H -0.450 0.179 -3.515
H -1.610 -4.853 -0.118
H -1.911 -5.183 -1.955
H -0.557 -6.192 -1.117
H -0.553 -3.682 1.533
H 0.433 0.342 4.242
C -2.624 6.260 3.480
C -3.179 4.946 4.001
O -4.485 5.124 4.565
C -5.495 5.263 3.672
O -5.387 5.245 2.454
O -6.647 5.456 4.361
C -7.775 5.723 3.534
H -2.644 7.025 4.264
H -1.595 6.135 3.132
H -3.222 6.644 2.648
H -2.534 4.577 4.807
H -3.195 4.175 3.223
H -7.906 4.945 2.773
H -7.668 6.707 3.065
H -8.666 5.738 4.167
C 2.307 3.311 -9.145
C 3.805 3.205 -8.920
O 4.122 3.248 -7.522
C 3.879 2.109 -6.830
O 3.427 1.070 -7.289
O 4.196 2.327 -5.529
C 3.885 1.234 -4.670
H 1.904 4.201 -8.649
H 2.079 3.365 -10.213
H 1.779 2.449 -8.725
H 4.301 4.065 -9.383
H 4.223 2.304 -9.383
H 4.339 0.303 -5.027
H 2.799 1.125 -4.584
H 4.289 1.455 -3.678
C -2.559 -10.701 -2.861
C -2.600 -11.057 -1.385
O -1.308 -11.463 -0.915
C -0.417 -10.462 -0.709
O -0.622 -9.269 -0.882
O 0.754 -11.013 -0.305
C 1.812 -10.071 -0.155
H -2.139 -11.527 -3.445
H -3.562 -10.477 -3.233
H -1.924 -9.829 -3.044
H -3.272 -11.910 -1.238
H -2.990 -10.232 -0.779
H 1.523 -9.248 0.509
H 2.112 -9.688 -1.136
H 2.667 -10.587 0.290
C 5.655 4.718 5.138
C 5.100 3.403 5.659
O 3.794 3.581 6.223
C 2.783 3.720 5.330
O 2.891 3.703 4.112
O 1.632 3.914 6.019
C 0.504 4.181 5.192
H 5.635 5.482 5.922
H 6.683 4.592 4.790
H 5.056 5.101 4.306
H 5.744 3.034 6.465
H 5.084 2.632 4.881
H 0.373 3.403 4.431
H 0.610 5.165 4.723
H -0.388 4.195 5.825
```

Highest occupied orbital energy = -9.138 eV
Max |F| = 9.3 eV/A
Kohn-Sham gap = 6.4 eV
SMILES = C/C(Br)=C(/Br)c1c([PH2]=O)c(S(C)(=O)=O)cc2c1C(=O)NC2=O.CCOC(=O)OC.CCOC(=O)OC.CCOC(=O)OC.CCOC(=O)OC
Energy = -8312.99463 Ha
Multiplicity = 1

***

[8]
Formula: C2H4BaO2
Source: the Open Molecules 2025 dataset
Level of theory: ωB97M-V/def2-TZVPD

The geometry in XYZ format:
```
9
Properties=species:S:1:pos:R:3
H -0.265 0.717 1.215
C 0.298 -0.858 0.288
C 0.761 0.594 -0.518
O -0.112 0.827 -1.492
O -0.891 -0.236 0.845
H 1.019 -1.020 1.098
H 1.315 1.479 -0.179
Ba -2.343 0.356 -1.097
H 0.218 -1.859 -0.159
```

Total charge = +1
Highest occupied orbital energy (spin up / spin down) = -10.098 / -13.128 eV
<S²> = 0.7553
Max |F| = 4.8 eV/A
Kohn-Sham gap (spin up / spin down) = 5.6 / 8.6 eV
Energy = -254.23959 Ha
Multiplicity = 2